No. 1
Formula: C29H35BrCrGeP2
Source: the Open Molecules 2025 dataset
Level of theory: ωB97M-V with the def2-TZVPD basis set

Calculated values
**Max |F|**: 2.7 eV Å⁻¹
**Electronic energy**: -7503.906709 hartree
**2S+1**: 6
**M**: 650.1 g mol⁻¹
**Net charge**: +1
**HOMO (spin up / spin down)**: -10.558 / -11.017 eV
**Frontier orbital gap (spin up / spin down)**: 7.68 / 6.19 eV

```
69
Properties=species:S:1:pos:R:3:forces:R:3:lowdin_spin:R:1
Cr 0.399768 -0.855313 -0.383738 0.7 -0.1 0.6 4.08
C 1.917768 -0.341113 3.372762 -0.2 0.2 -0.4 0.01
P 1.023468 -1.233913 2.033562 0.4 -1.0 1.2 0.04
C -0.234732 -2.079313 3.065462 -0.1 0.1 -0.2 0.01
C 2.170268 -2.676313 1.751562 -0.1 0.1 -0.1 0.01
C 3.368668 -2.308913 0.872262 -0.2 0.0 -0.3 0.01
P 2.795168 -1.250913 -0.551638 1.6 0.1 0.2 0.05
C 4.025168 -1.593913 -1.871038 -0.5 -0.1 0.1 0.01
C 3.396168 0.404387 -0.001538 -0.2 -0.1 -0.1 0.01
H 2.138468 -1.022613 4.195462 0.0 0.0 -0.1 0.00
H 1.274468 0.465787 3.722062 0.2 0.0 0.1 0.00
H 2.844668 0.089187 2.999462 0.0 0.1 0.1 0.00
H 0.262268 -2.705713 3.809562 0.0 0.1 0.0 0.00
H -0.884832 -2.707613 2.456562 0.0 0.0 0.0 0.00
H -0.845732 -1.331013 3.568462 -0.1 0.0 0.0 0.00
H 1.578268 -3.454213 1.250062 0.0 0.1 0.1 0.00
H 2.501068 -3.067113 2.718662 -0.1 0.0 -0.1 0.00
H 3.841768 -3.213213 0.474062 0.0 0.1 0.1 0.00
H 4.120268 -1.758613 1.448062 0.0 -0.1 -0.1 0.00
H 5.043268 -1.567613 -1.480238 -0.1 0.0 0.0 0.00
H 3.911468 -0.837813 -2.648238 0.1 0.0 0.0 0.00
H 3.824668 -2.571813 -2.303238 0.1 -0.1 -0.1 0.00
H 4.470268 0.372587 0.195762 -0.1 0.0 0.0 0.00
H 2.869768 0.715887 0.901562 0.0 0.1 -0.1 0.00
H 3.190968 1.137687 -0.783438 0.0 0.1 0.0 0.00
Br -1.893932 -6.298413 -3.346638 0.1 0.4 0.1 0.01
C -1.381732 -4.590013 -2.678338 -0.1 -0.2 0.1 0.04
C -1.778232 -4.207013 -1.403838 0.0 -0.3 -0.1 -0.01
C -1.342632 -2.994313 -0.903638 0.0 0.3 0.2 0.05
C -0.507032 -2.143913 -1.637838 -0.4 0.3 -0.3 0.01
C -0.175032 -2.535713 -2.932538 0.1 0.1 -0.1 0.04
C -0.593732 -3.750613 -3.450538 0.0 -0.1 -0.1 -0.01
H -2.405732 -4.857013 -0.810938 0.0 0.0 0.0 0.00
H -1.663332 -2.704413 0.097262 0.0 -0.1 -0.1 0.01
H 0.437668 -1.892013 -3.551638 0.0 0.0 -0.1 0.00
H -0.299732 -4.050813 -4.444738 0.0 0.0 -0.1 0.00
C -1.253532 0.920387 -3.415438 0.2 -0.4 0.5 0.03
Ge -1.157632 0.739187 -1.432238 -1.6 1.7 -1.3 0.30
C -3.008932 0.946587 -0.739038 0.8 -0.4 0.0 0.06
C -3.564832 -0.012813 0.092562 0.2 -0.2 0.0 0.01
C -4.863632 0.119387 0.546662 -0.2 0.0 0.1 0.00
C -5.612932 1.225487 0.179362 0.0 0.0 0.0 0.00
C -5.057032 2.197387 -0.637138 -0.1 0.1 0.0 0.00
C -3.760532 2.056487 -1.100138 0.3 0.1 -0.2 0.01
C -0.064932 2.321987 -0.812638 0.0 -0.8 -0.1 0.09
C 0.519568 3.135787 -1.752238 -0.2 -0.4 -0.2 0.03
C 1.245568 4.277287 -1.382938 0.1 0.2 0.2 0.00
C 1.405468 4.592987 -0.061538 0.0 0.0 -0.3 0.02
C 0.832768 3.784487 0.943162 -0.2 -0.3 -0.1 0.00
C 0.961668 4.104887 2.311662 0.0 0.0 0.2 0.01
C 0.378868 3.327587 3.272562 0.1 0.2 0.0 0.00
C -0.365432 2.196287 2.903762 -0.1 -0.1 -0.2 0.01
C -0.490332 1.849987 1.585762 -0.3 -0.1 0.3 0.02
C 0.093868 2.627987 0.565262 0.1 0.2 0.2 0.02
H -1.732632 1.856387 -3.694138 0.0 0.1 0.2 0.01
H -1.848132 0.111087 -3.827038 -0.1 -0.2 0.0 0.00
H -0.266932 0.881487 -3.869438 0.1 0.0 0.0 0.00
H -2.969132 -0.876113 0.374662 -0.1 0.0 0.0 0.00
H -5.295032 -0.638213 1.183462 0.0 -0.1 0.1 0.00
H -6.628832 1.328887 0.529562 -0.1 0.0 0.0 0.00
H -5.641532 3.062187 -0.917338 0.0 0.1 0.0 0.00
H -3.325932 2.810087 -1.745338 -0.1 0.1 0.0 0.00
H 0.397668 2.910087 -2.802538 0.1 0.0 -0.1 0.00
H 1.673368 4.898687 -2.156238 0.0 0.1 0.0 0.00
H 1.970568 5.466287 0.229362 0.0 0.1 0.0 0.00
H 1.514368 4.992687 2.584062 0.1 0.1 0.0 0.00
H 0.473368 3.588287 4.315462 0.0 0.1 0.1 0.00
H -0.856732 1.615587 3.672062 -0.1 -0.1 0.0 0.00
H -1.101832 0.996987 1.307162 0.0 0.1 0.1 0.02
```
Positions in Å, forces in eV/Å.

***

No. 2
Formula: C29H35CdF3N4O2P2
Source: the Open Molecules 2025 dataset
Level of theory: ωB97M-V with the def2-TZVPD basis set

Calculated values
**Energy relative to the best compared isomer or geometry (same formula, charge and spin)**: 0.0 kJ/mol
**Max |F|**: 3.5 eV Å⁻¹
**Electronic energy**: -2645.449900 hartree
**M**: 703.0 g mol⁻¹
**HOMO**: -8.406 eV
**Frontier orbital gap**: 5.71 eV

```
76
Properties=species:S:1:pos:R:3:forces:R:3:mulliken_charge:R:1
Cd -0.633604 -2.943204 3.767342 0.3 1.4 1.4 0.81
C -0.794784 2.779726 4.622846 0.1 -0.1 -0.1 -0.83
C -1.243625 2.061104 3.593211 -0.7 0.1 0.1 -0.12
C -0.711624 1.975582 2.177060 -0.5 -0.2 -0.5 -0.52
C 0.392158 0.920558 1.949110 -0.3 0.3 -0.4 1.33
C 1.795848 1.318902 2.319294 0.0 -0.5 1.1 -0.37
C 2.171503 2.373250 3.056000 0.0 -0.7 -0.9 -0.65
C 1.345620 3.573502 3.407377 0.5 1.2 0.7 -0.89
C 0.487326 3.555962 4.711849 0.4 -0.3 -0.9 -0.55
C 1.324211 -2.416529 4.517259 1.4 -0.5 0.3 -0.90
H -1.347866 2.775753 5.557295 -0.1 -0.2 -0.1 0.39
H -2.172114 1.455059 3.716154 0.8 0.6 0.2 0.24
H -0.483802 2.958348 1.723849 0.1 -0.7 0.3 0.06
H -1.570094 1.633081 1.581253 0.2 0.1 0.3 0.24
H 0.086522 -0.001564 2.487353 0.3 0.4 0.0 -0.16
H 0.373702 0.636378 0.884195 0.1 0.1 0.1 -0.32
H 2.538932 0.538682 2.112159 -0.1 0.4 0.0 0.43
H 3.233054 2.450676 3.320819 -0.4 -0.1 0.0 0.36
H 0.785343 3.967762 2.544741 0.2 -0.3 0.6 0.31
H 2.111038 4.334717 3.605604 -0.2 0.2 -0.1 0.42
H 1.085938 3.114888 5.531252 -0.2 0.2 -0.3 0.25
H 0.313408 4.607923 4.973591 -0.2 -0.2 0.1 0.41
H 1.015046 -2.290774 5.566055 0.1 -0.3 -0.6 0.21
H 1.834557 -1.499335 4.201462 -0.6 -0.2 -0.5 0.26
H 2.004047 -3.278948 4.390947 -0.4 0.5 0.1 0.43
P 1.374335 -1.271156 -2.229416 2.7 0.2 -2.3 -0.09
P -2.009828 -1.046046 -2.154591 -1.9 1.8 -2.2 -0.15
N 2.731397 -0.132356 -2.385437 0.1 0.6 0.6 0.46
N 2.226914 -2.519294 -3.225969 -0.5 -0.6 0.2 0.34
N -2.189732 0.703478 -2.122841 0.6 0.7 0.6 0.27
N -3.625261 -1.302412 -2.901712 0.0 -1.4 0.1 0.36
C 0.401629 -0.519538 -3.613040 -0.5 0.0 0.0 -0.54
C -1.029140 -1.067513 -3.733663 0.1 -0.5 0.1 -1.25
C 3.578835 0.183934 -1.318317 0.3 0.5 -1.0 -0.44
C 4.626692 0.966803 -1.792076 -0.9 -0.7 0.1 -0.58
C 4.434750 1.129791 -3.201877 -1.1 -0.7 0.3 -0.81
C 3.262516 0.458940 -3.535811 0.6 0.4 0.7 -0.08
C 2.435869 -3.833388 -2.794452 0.0 0.1 -1.1 -0.44
C 2.888514 -4.594666 -3.866634 -0.3 0.7 0.6 -0.62
C 2.995262 -3.719923 -4.995679 -0.4 0.8 0.9 -0.69
C 2.600813 -2.455933 -4.570537 -0.1 -1.1 0.1 0.00
C -1.915401 1.426114 -0.956809 0.2 0.5 -0.9 -0.78
C -1.754616 2.766837 -1.281507 -0.2 -0.8 0.1 -0.12
C -1.991384 2.892889 -2.688946 0.0 -1.1 0.1 -1.37
C -2.228391 1.617651 -3.179687 0.3 0.6 0.5 0.01
C -4.399483 -0.610361 -3.840626 -0.6 -0.7 0.3 -0.13
C -5.598202 -1.295470 -4.036996 1.3 0.0 0.7 -0.54
C -5.541519 -2.482907 -3.230388 0.9 0.3 0.2 -0.60
C -4.318500 -2.479243 -2.575367 -0.6 0.9 -0.6 -0.38
H 0.888511 -0.696130 -4.581412 -0.1 0.1 0.5 0.26
H 0.400489 0.569400 -3.452816 -0.2 -0.3 0.1 0.65
H -1.548971 -0.520778 -4.533211 0.0 -0.3 0.4 0.47
H -1.014714 -2.130377 -4.020933 0.1 0.2 -0.1 0.53
H 3.325788 -0.165182 -0.327961 0.1 0.1 0.0 0.32
H 5.431120 1.371186 -1.194103 -0.1 -0.1 -0.1 0.41
H 5.076282 1.661442 -3.891364 -0.1 0.0 0.1 0.43
H 2.755404 0.396831 -4.487557 0.2 0.0 0.2 0.38
H 2.236848 -4.089482 -1.763633 0.0 -0.1 -0.1 0.40
H 3.106103 -5.654294 -3.850550 0.0 0.2 0.1 0.40
H 3.311950 -3.976648 -5.997291 0.0 0.1 0.2 0.43
H 2.550573 -1.537160 -5.134893 0.1 -0.3 0.1 0.15
H -1.880762 0.887244 -0.019135 0.1 0.2 -0.3 0.65
H -1.476033 3.566470 -0.600804 -0.3 -0.3 -0.1 0.41
H -1.988288 3.808098 -3.271690 0.0 -0.3 0.1 0.43
H -2.396029 1.305310 -4.201436 0.1 0.1 0.3 0.42
H -4.066710 0.305202 -4.302510 -0.1 -0.1 0.2 0.20
H -6.420000 -0.984017 -4.669206 0.2 0.0 0.1 0.44
H -6.307912 -3.240965 -3.137969 0.2 0.1 0.0 0.41
H -3.857203 -3.187935 -1.904590 -0.2 0.0 0.1 0.36
F -1.313558 0.957000 7.450037 0.1 -1.1 0.0 -0.19
C -1.357747 -0.396341 7.570162 -0.1 -0.1 -0.2 0.71
F -0.443149 -0.753601 8.511253 -0.7 0.3 -0.7 -0.26
F -2.593687 -0.709473 8.058021 0.8 0.2 -0.3 -0.27
C -1.146033 -1.202024 6.189190 -0.1 0.1 0.2 0.46
O -1.242788 -0.570132 5.109827 -0.1 -1.1 0.9 -0.54
O -0.926272 -2.431380 6.368879 -0.7 0.7 -0.5 -0.74
```
Positions in Å, forces in eV/Å.

***

No. 3
Formula: C29H35Cl2IrN4O4S2
Source: the Open Molecules 2025 dataset
Level of theory: ωB97M-V with the def2-TZVPD basis set

Calculated values
**Energy relative to the best compared isomer or geometry (same formula, charge and spin)**: 104.4 kJ/mol
**Max |F|**: 1.0 eV Å⁻¹
**Electronic energy**: -3466.578807 hartree
**M**: 830.9 g mol⁻¹
**Net charge**: +2
**HOMO**: -13.269 eV
**Frontier orbital gap**: 6.86 eV

```
77
Properties=species:S:1:pos:R:3:forces:R:3:mulliken_charge:R:1
Ir -0.014406 0.384494 0.764579 0.1 -0.1 0.4 2.60
O -0.397977 1.855936 -1.018299 -0.5 -0.6 0.0 -0.66
S 0.487812 2.712218 -1.915402 0.3 0.4 0.0 0.18
C 0.028981 2.391608 -3.649862 0.1 -0.3 0.1 -1.05
C -0.377179 0.944924 -3.916757 0.0 0.1 0.0 -0.18
C -1.870505 0.732603 -3.675412 0.0 -0.1 -0.1 -0.60
C -2.253198 -0.741990 -3.653392 -0.1 0.1 0.1 -1.02
S -1.940808 -1.483594 -2.021177 0.0 -0.2 0.1 0.19
O -0.758939 -0.749720 -1.432695 -0.1 -0.1 -0.9 -0.62
C -3.372057 -0.889066 -1.142156 -0.1 0.0 -0.1 1.15
C -3.431014 0.417964 -0.670915 0.0 0.0 0.0 -0.48
C -4.566870 0.847505 -0.000843 0.0 0.0 0.0 -1.30
C -5.631702 -0.027761 0.193980 0.0 0.0 0.0 -0.62
C -5.565638 -1.326155 -0.286777 0.0 0.0 0.0 -0.71
C -4.429692 -1.765211 -0.958133 0.0 0.0 0.1 -0.67
C 2.113575 2.008930 -1.888886 0.1 0.1 -0.2 1.12
C 2.335894 0.652499 -1.700692 -0.1 0.0 -0.1 1.04
C 3.638855 0.179689 -1.707282 0.0 0.0 0.0 -1.27
C 4.699382 1.056719 -1.904445 0.0 0.0 0.0 -0.77
C 4.462089 2.410667 -2.094927 0.0 0.0 0.0 -0.82
C 3.162174 2.897266 -2.078906 0.0 -0.1 0.0 -0.62
H 0.926674 2.692694 -4.193237 0.0 0.0 0.0 0.53
H -0.762720 3.102676 -3.890235 0.0 0.0 0.0 0.54
H 0.200388 0.288813 -3.271103 0.0 -0.1 0.0 -0.20
H -0.123635 0.671475 -4.943242 0.0 0.1 0.0 0.59
H -2.447745 1.248184 -4.446319 0.0 -0.1 0.0 0.60
H -2.153392 1.184691 -2.726804 0.0 0.1 -0.1 0.04
H -1.690114 -1.337799 -4.373127 0.0 0.0 0.0 0.51
H -3.317128 -0.913439 -3.828174 0.0 0.0 -0.1 0.55
H -2.604616 1.089321 -0.871590 0.0 0.0 0.1 0.72
H -4.642087 1.871881 0.347107 0.0 0.0 0.0 0.52
H -6.519028 0.309954 0.712304 0.0 0.0 0.0 0.44
H -6.396156 -2.002624 -0.136500 0.0 0.0 0.0 0.46
H -4.371853 -2.783675 -1.324048 0.0 0.0 0.0 0.49
H 1.498195 -0.027393 -1.581791 0.1 0.3 -0.2 -0.27
H 3.832553 -0.876892 -1.572474 0.0 0.0 0.0 0.42
H 5.714335 0.682591 -1.911007 0.0 0.0 0.0 0.45
H 5.288505 3.092340 -2.243193 0.0 0.0 0.0 0.46
H 2.973711 3.957096 -2.199813 0.0 0.0 0.0 0.53
Cl 3.287028 3.964190 1.565340 0.0 0.0 0.0 -0.17
C 2.823545 2.687440 2.612928 0.0 -0.1 0.1 0.78
C 3.418998 2.566977 3.882298 0.0 0.1 0.0 -0.56
C 3.054177 1.567418 4.739465 0.0 0.0 0.1 0.62
Cl 3.785322 1.460626 6.296076 0.0 0.0 0.0 -0.21
C 2.066663 0.621236 4.369138 0.0 0.0 -0.1 -0.37
C 1.581527 -0.417366 5.190224 0.0 0.0 0.0 -0.58
C 0.586171 -1.236189 4.727902 0.0 -0.1 0.1 -1.17
C 0.078045 -1.070204 3.435782 0.0 0.0 -0.1 -0.17
N 0.537672 -0.134491 2.620705 0.4 0.3 0.2 -0.04
C 1.507806 0.743752 3.080777 0.0 0.1 -0.1 0.64
C 1.870028 1.785709 2.196888 -0.1 -0.1 -0.2 -0.99
O 1.273541 1.858873 0.991770 -0.1 0.0 0.5 -0.26
H 4.168629 3.288607 4.177146 0.0 0.0 0.0 0.50
H 1.985662 -0.541682 6.185822 0.0 0.0 0.0 0.47
H 0.174779 -2.022372 5.344161 0.0 0.0 0.0 0.45
H -0.713228 -1.697368 3.053311 0.0 0.0 0.0 0.79
N -1.564785 2.948682 1.250798 0.1 0.0 -0.1 -0.79
N -1.397995 1.581866 1.636228 0.1 -0.3 0.2 -0.11
H -1.661697 2.941732 0.237160 0.0 0.0 0.0 0.36
H -0.670998 3.405463 1.424238 0.0 0.0 0.0 0.34
H -2.311720 1.130752 1.545363 0.0 0.0 -0.1 0.29
H -1.201917 1.602453 2.639456 0.0 0.0 -0.1 0.41
C 1.674097 -2.083171 -0.007495 0.0 -0.2 0.2 -0.37
N 0.743239 -3.174467 0.230236 -0.1 0.0 0.0 0.35
C 1.259574 -4.519808 -0.039040 0.0 0.1 0.0 -1.16
C -0.522215 -2.946521 0.601628 0.4 0.1 -0.1 0.70
C -1.465754 -4.107303 0.723493 0.0 0.0 0.0 -1.85
O -0.935302 -1.798737 0.853055 -0.6 0.7 0.4 -0.64
H 2.251811 -2.293226 -0.907565 -0.1 0.0 0.0 0.83
H 2.358573 -1.940573 0.829846 0.0 0.0 0.0 0.35
H 1.121411 -1.163898 -0.227459 0.0 -0.2 0.0 -1.12
H 2.337916 -4.504902 0.100618 0.0 0.0 0.0 0.40
H 1.043091 -4.828911 -1.062449 0.0 0.0 0.0 0.36
H 0.842970 -5.242843 0.654490 0.0 0.0 0.0 0.40
H -1.532364 -4.655441 -0.217557 0.0 0.0 0.0 0.43
H -2.445989 -3.724142 0.990527 0.0 0.0 0.0 0.30
H -1.132973 -4.811580 1.486342 0.0 0.0 0.0 0.57
```
Positions in Å, forces in eV/Å.